Entry 1:
# C15H18BeN2O2S

A molecular structure, C15H18BeN2O2S at a distorted geometry (the ωB97M-V functional and the def2-TZVPD basis, OMol25).

## Properties
DFT total energy, a.u.: -1254.3559
Charge: +2

The geometry in XYZ format:
```
39
Properties=species:S:1:pos:R:3:forces:R:3:mulliken_charge:R:1
C 4.3905 -2.0591 -0.5234 0.10 0.38 0.32 -0.413
C 4.3116 -1.4356 0.6872 -0.35 -0.07 -0.46 -0.212
C 4.0495 0.0410 0.8092 1.69 0.52 0.37 0.529
O 4.7027 0.7471 1.5168 -0.27 -0.12 -0.13 -0.427
O 3.0449 0.5389 0.0409 -0.16 -0.21 0.33 -0.228
C 1.7474 -0.0404 0.2325 -0.38 0.00 -0.48 -0.637
C 0.8420 0.6202 -0.8018 0.27 0.16 -0.40 -0.686
C 0.5161 2.0805 -0.4824 0.36 -0.43 0.65 -0.406
C -0.1792 2.3705 0.8542 -0.66 0.39 -0.68 -0.805
C -1.7213 2.1724 0.8344 0.45 0.87 0.26 -0.827
C -2.2440 0.8596 1.4856 -0.05 -0.63 -0.43 -1.396
C -2.2834 -0.3158 0.5563 0.11 -0.19 -0.42 0.431
C -1.7725 -1.5745 0.9703 0.23 0.23 0.23 -0.465
C -1.7715 -2.6675 0.1571 0.11 -0.16 -0.08 -0.815
C -2.2967 -2.5364 -1.1619 -0.15 -0.03 -0.34 0.743
N -2.3593 -3.4649 -2.1095 0.20 -0.21 0.17 -0.602
S -3.0151 -2.7745 -3.4038 -0.22 0.23 -0.14 0.328
N -3.2679 -1.2905 -2.8726 0.13 -0.45 -0.18 -0.588
C -2.8190 -1.2873 -1.6028 0.02 0.37 0.50 0.504
C -2.8081 -0.1944 -0.7383 -0.17 0.41 0.09 -0.165
H 3.7564 -2.8987 -0.7937 1.01 -0.95 0.48 0.291
H 5.1122 -1.6946 -1.2539 -0.96 0.67 -0.64 0.306
H 4.4652 -1.9657 1.6262 -1.10 -0.21 0.09 0.390
H 1.3985 0.1427 1.2499 0.15 -0.06 0.13 0.314
H 1.7578 -1.1155 0.0484 0.13 -0.05 0.06 0.506
H -0.0275 -0.0022 -1.0156 -0.15 0.03 0.28 0.112
H 1.4305 0.6339 -1.7215 -0.12 -0.08 -0.12 0.486
H -0.0985 2.4879 -1.3025 0.07 0.17 -0.11 0.312
H 1.4700 2.6076 -0.4612 -0.04 0.16 -0.22 0.403
H -0.0106 3.4435 1.0475 0.26 0.03 0.23 0.353
H 0.2532 1.8590 1.7101 0.10 0.00 0.02 0.417
H -2.1727 2.9972 1.4191 -0.12 -0.05 0.14 0.573
H -2.0703 2.2967 -0.2061 -0.30 -0.39 -0.08 0.550
H -3.2378 1.0007 1.9108 -0.01 0.24 0.00 0.452
H -1.5471 0.6123 2.2849 -0.18 0.15 0.26 0.431
H -1.3626 -1.6530 1.9686 -0.02 -0.06 0.05 0.487
H -1.3637 -3.6172 0.4725 -0.06 -0.05 0.07 0.481
H -3.2035 0.7513 -1.0845 -0.06 -0.01 -0.08 0.513
Be -1.6166 4.3249 -0.3470 0.14 -0.58 0.27 0.759
```
Forces are in eV/Å.



Entry 2:
# C3H4N2OS2

2 unconnected molecules or ions with the total composition C3H4N2OS2 at a distorted geometry (the ωB97M-V functional and the def2-TZVPD basis, OMol25).

## Properties
Charge: 0
Energy above the lowest of the compared OMol25 structures with the same formula, charge and spin, kJ/mol: 611.1

The geometry in XYZ format:
```
12
Properties=species:S:1:pos:R:3:forces:R:3:mulliken_charge:R:1
C -0.5619 -0.4115 0.1189 1.71 -0.08 0.45 0.664
C 0.6637 -1.3470 0.0551 0.55 -0.56 -2.28 -0.422
C 0.1466 0.9111 0.3373 0.79 3.06 -2.97 0.096
H -2.3394 1.3009 -0.1341 0.08 0.87 0.12 0.082
H 0.6123 -2.0237 0.8953 0.85 0.01 0.42 0.279
H 0.5715 -1.8872 -0.8754 -0.15 -0.68 0.02 0.302
H 2.4194 1.4456 -0.4175 -4.25 -2.12 3.36 0.397
N -1.7512 -0.8614 -0.0645 1.54 1.06 0.49 -0.480
N 1.5021 0.6980 0.3291 4.78 1.18 -3.32 -0.297
O 1.9972 -0.6049 -0.2168 -5.00 0.21 2.74 -0.273
S -3.0573 0.1991 0.0300 -0.26 -0.57 -0.14 -0.045
S -0.2030 2.5812 -0.0574 -0.63 -2.37 1.11 -0.302
```
Forces are in eV/Å.



Entry 3:
# C33H20AsN4ORuS5Se

A molecular structure, C33H20AsN4ORuS5Se at a distorted geometry (the ωB97M-V functional and the def2-TZVPD basis, OMol25).

## Properties
Charge: 0
Multiplicity: 2
<S²>: 0.764
Energy above the lowest of the compared OMol25 structures with the same formula, charge and spin, kJ/mol: 120.5

The geometry in XYZ format:
```
66
Properties=species:S:1:pos:R:3:forces:R:3:lowdin_spin:R:1
Ru 1.0955 0.2133 -0.5634 -0.96 -1.12 -1.22 0.238
S 0.9568 1.7764 -2.3687 0.06 -0.09 -0.17 0.005
C -0.2974 2.9223 -1.8890 -0.17 -0.08 0.10 0.002
C -0.1858 4.2541 -2.3072 -0.07 0.02 -0.01 0.003
C -1.1760 5.1752 -2.0188 -0.03 -0.03 0.01 0.000
C -2.3143 4.8035 -1.3066 0.02 0.01 -0.01 0.003
C -2.4430 3.4939 -0.8792 -0.03 -0.01 -0.02 0.000
C -1.4419 2.5674 -1.1500 0.21 -0.17 -0.25 0.005
As -1.4899 0.7541 -0.5036 0.76 0.70 1.84 0.011
C -3.3547 0.2120 -0.6766 0.19 -0.24 -0.75 0.002
C -3.8431 0.1215 -1.9814 0.00 0.00 0.00 0.001
C -5.1502 -0.2711 -2.2190 -0.03 -0.01 0.01 0.000
C -5.9790 -0.5901 -1.1516 0.00 0.00 -0.02 0.001
C -5.4975 -0.4975 0.1447 -0.03 -0.01 -0.01 0.000
C -4.1888 -0.1000 0.3872 -0.06 0.11 0.06 0.001
C -1.5102 0.9822 1.4499 -0.06 0.28 -0.06 0.005
C -1.6663 -0.1492 2.2463 0.12 -0.07 0.04 0.005
C -1.5956 -0.0583 3.6277 0.01 -0.02 0.01 0.000
C -1.3432 1.1662 4.2314 0.00 0.03 -0.02 -0.001
C -1.1739 2.2957 3.4448 -0.02 0.01 0.04 0.000
C -1.2622 2.2059 2.0609 -0.10 -0.01 -0.05 0.006
H 0.6930 4.5528 -2.8637 0.01 0.00 0.00 0.000
H -1.0605 6.1997 -2.3503 0.00 0.00 0.00 0.000
H -3.0841 5.5297 -1.0822 0.00 0.00 -0.01 0.000
H -3.3220 3.1858 -0.3225 0.01 0.00 0.01 0.000
H -3.2024 0.3783 -2.8189 0.01 0.00 0.01 0.000
H -5.5199 -0.3274 -3.2345 -0.01 0.00 0.00 0.000
H -6.9987 -0.9051 -1.3307 -0.01 0.01 0.00 0.000
H -6.1434 -0.7308 0.9813 -0.01 0.00 0.00 0.000
H -3.8417 -0.0079 1.4066 -0.05 -0.03 -0.06 0.000
H -1.8150 -1.1223 1.7883 0.00 0.03 0.02 0.002
H -1.7099 -0.9494 4.2319 0.00 0.00 0.00 0.000
H -1.2671 1.2363 5.3089 0.00 0.00 0.01 0.000
H -0.9631 3.2522 3.9061 -0.01 0.00 0.00 0.000
H -1.1192 3.0943 1.4584 0.00 0.00 0.00 0.003
O 2.9726 1.4358 5.8882 -0.01 0.00 0.02 0.015
C 2.6398 1.2109 4.7599 0.00 -0.01 0.00 0.005
S 2.5505 2.4490 3.4936 -0.01 0.00 -0.07 -0.002
C 2.0208 1.3878 2.2052 -0.07 0.06 -0.10 0.068
C 1.8462 0.0621 2.5196 -0.06 -0.17 -0.01 0.103
S 1.3016 -1.1114 1.4035 0.14 0.29 -0.01 0.202
S 2.1886 -0.4016 4.1703 -0.03 -0.05 -0.03 0.015
S 1.7150 2.0237 0.6536 0.02 0.07 0.19 0.266
Se 4.9793 -6.2695 -1.0502 -0.02 0.03 -0.01 0.001
N 3.2648 -5.8745 -1.3184 -0.05 0.04 0.01 0.001
C 3.1579 -4.5730 -1.2793 0.20 -0.19 0.01 0.000
C 1.9008 -3.8681 -1.4613 -0.21 0.29 -0.05 0.002
C 0.6874 -4.5141 -1.6860 0.03 0.04 -0.01 -0.001
C -0.4401 -3.7445 -1.8677 0.00 -0.03 -0.07 0.002
C -0.3420 -2.3600 -1.7902 -0.15 0.09 -0.16 0.000
N 0.7951 -1.7246 -1.5361 0.22 0.03 0.36 0.003
C 1.9107 -2.4719 -1.3921 -0.11 -0.35 -0.12 0.001
C 3.1450 -1.7430 -1.1512 0.14 0.00 -0.17 0.003
N 3.0208 -0.4039 -1.0968 0.29 0.32 0.92 0.010
C 4.1176 0.3246 -0.9084 0.04 0.07 -0.21 0.006
C 5.3727 -0.2469 -0.7293 0.01 0.09 -0.08 0.001
C 5.5032 -1.6168 -0.7531 0.01 -0.04 -0.03 0.000
C 4.3705 -2.3907 -0.9914 -0.21 0.27 -0.06 0.002
C 4.3826 -3.8424 -1.0482 0.07 -0.22 -0.03 0.000
N 5.4623 -4.5624 -0.9036 0.00 0.05 0.01 0.000
H 0.6553 -5.5943 -1.7189 0.00 -0.01 -0.01 0.000
H -1.4018 -4.1946 -2.0682 -0.01 0.00 0.01 0.000
H -1.2136 -1.7380 -1.9437 0.00 -0.01 0.08 0.000
H 3.9697 1.3954 -0.9012 0.00 0.01 0.11 0.006
H 6.2243 0.3951 -0.5568 0.00 0.00 -0.01 0.000
H 6.4570 -2.1022 -0.5984 0.01 -0.01 0.00 0.000
```
Forces are in eV/Å.



Entry 4:
# C18H27N2O4P2S2V

A molecular structure, C18H27N2O4P2S2V at a distorted geometry (the ωB97M-V functional and the def2-TZVPD basis, OMol25).

## Properties
DFT total energy, a.u.: -3535.0325
Charge: +2
Multiplicity: 3
<S²>: 2.046

The geometry in XYZ format:
```
56
Properties=species:S:1:pos:R:3:forces:R:3:lowdin_spin:R:1
V -0.1071 -0.1867 -0.1778 -2.39 -6.10 0.86 1.028
P 2.2002 -0.5604 -0.3393 0.23 -0.18 -0.26 0.043
C 2.2912 -1.3944 -1.9794 0.82 3.31 -0.57 0.520
C 1.0794 -1.5246 -2.7093 -0.96 -0.01 -0.13 0.024
N -0.1113 -1.0496 -2.1653 0.69 0.05 0.49 0.068
C -1.2771 -1.2487 -2.8076 -0.31 -0.28 0.53 0.031
C -1.3520 -2.0939 -3.9121 0.44 0.31 -0.01 0.112
C -0.1579 -2.5333 -4.5026 -1.22 0.03 0.33 -0.003
C 1.0464 -2.1635 -3.9548 0.52 -0.08 0.37 0.114
C -2.4981 -0.5953 -2.1849 -0.22 -0.05 0.26 0.005
P -1.9988 0.8501 -1.1817 -0.15 0.83 -0.83 -0.005
H 1.9910 -2.4375 -4.3989 0.00 -0.18 -0.12 0.003
H -2.3419 -2.3523 -4.2661 0.19 -0.08 -0.29 0.005
H -0.2146 -3.2036 -5.3402 0.14 0.02 -0.38 -0.002
H -3.2480 -0.2350 -2.8866 0.24 -0.11 -0.53 0.000
H -3.0924 -1.2434 -1.5369 0.39 -0.47 0.08 0.000
H 2.0206 1.1382 -3.4407 0.67 0.37 -0.48 0.001
H 3.1810 -1.0460 -2.5630 -0.48 -1.26 0.30 0.020
H 0.9743 2.9937 -1.3531 0.28 0.05 -0.61 0.000
O 1.7834 2.0647 -3.5355 -0.99 0.28 0.68 0.002
H 2.4676 2.6397 -3.8983 0.24 -0.67 -0.04 0.000
H 0.4135 1.0573 -0.2426 1.74 4.89 -0.42 -0.013
O 0.4969 3.2881 -0.5780 0.95 -0.19 1.48 -0.004
H 1.1790 3.2530 0.1520 -1.22 0.33 -1.02 0.000
C -1.8778 2.1117 -2.4729 0.26 0.44 -0.12 -0.003
H -2.7082 1.9581 -3.1714 0.13 0.08 0.12 -0.001
H -1.9629 3.1098 -2.0342 0.05 -0.14 0.03 0.000
H -0.9314 2.0836 -3.0230 -0.11 -0.14 0.09 0.000
C -3.4574 1.3251 -0.2476 -0.09 -0.09 0.44 -0.001
H -3.2606 2.2726 0.2674 -0.04 -0.18 -0.10 0.000
H -4.3133 1.4441 -0.9204 0.15 0.02 0.06 -0.001
H -3.6780 0.5517 0.4928 -0.07 0.13 -0.03 0.000
C 2.5245 -2.1151 0.5069 0.04 -0.04 0.46 0.025
H 3.4357 -2.4326 0.0233 0.50 -0.40 0.20 0.002
H 2.6378 -2.0758 1.5812 0.02 0.16 0.24 0.004
H 1.7613 -2.8292 0.2288 -0.28 -0.22 0.04 0.003
C 3.5569 0.5968 0.0584 0.07 -0.22 -0.72 0.005
H 3.5519 0.8831 1.1213 -0.22 -0.33 -0.37 0.001
H 4.4667 0.0405 -0.1812 0.18 0.24 0.13 0.000
H 3.5114 1.5027 -0.5652 -0.06 -0.34 0.15 0.000
O 0.5605 2.7017 2.7090 0.46 -1.60 -0.01 0.000
S 0.8312 1.2908 2.8721 -0.59 -0.03 0.78 0.001
O 2.1929 0.7843 2.9072 -1.19 0.54 -0.51 0.001
N -0.0985 0.4067 1.7664 -0.31 -1.15 -1.32 0.012
C -0.8672 -0.5951 2.2877 1.57 2.00 -0.65 0.006
S -1.4889 -1.7637 1.2363 -0.05 0.44 -0.51 -0.006
C -0.9291 -0.4985 3.6970 -0.21 -0.42 1.02 0.001
C -1.6769 -1.3413 4.5206 0.18 0.32 -0.06 0.001
C -1.5530 -1.1626 5.8902 0.09 0.36 0.39 0.000
C -0.6739 -0.1949 6.4181 -0.20 -0.26 -0.56 0.002
C 0.0955 0.6175 5.5613 -0.07 0.24 -0.16 0.000
C -0.0687 0.4950 4.1893 -0.26 -0.52 1.27 0.001
H -2.3426 -2.0864 4.0712 0.29 0.26 0.30 0.000
H -2.1617 -1.7602 6.5611 0.18 0.05 -0.01 0.000
H -0.5981 -0.0856 7.5034 0.07 0.02 -0.44 0.000
H 0.7965 1.3482 5.9478 -0.09 -0.07 0.16 0.000
```
Forces are in eV/Å.



Entry 5:
# C28H50N6

6 unconnected molecules or ions with the total composition C28H50N6 at a distorted geometry (the ωB97M-V functional and the def2-TZVPD basis, OMol25).

## Properties
Charge: 0
Energy above the lowest of the compared OMol25 structures with the same formula, charge and spin, kJ/mol: 0.0
SMILES: c1cc[nH]c1.c1cc[nH]c1.c1cc[nH]c1.c1cc[nH]c1.CCN(CC)CC.CCN(CC)CC

The geometry in XYZ format:
```
84
Properties=species:S:1:pos:R:3:forces:R:3:mulliken_charge:R:1
C -4.4902 -0.5100 -3.1693 -0.14 0.31 -0.19 -0.478
C -5.0998 -0.2014 -1.9279 0.29 0.25 0.60 -0.235
C -4.7683 -1.1998 -1.0467 -0.25 -0.44 -0.11 -0.826
N -4.0258 -2.1232 -1.7332 0.17 -0.16 -0.22 0.109
C -3.8478 -1.7055 -3.0212 -0.13 -0.21 0.01 -0.584
H -4.5315 0.0882 -4.0636 0.01 -0.04 -0.04 0.423
H -5.6599 0.6740 -1.6405 -0.05 0.03 -0.23 0.436
H -5.0642 -1.3737 -0.0256 0.00 0.03 0.02 0.471
H -3.7564 -3.0433 -1.4306 0.05 0.16 0.28 0.229
H -3.3287 -2.3268 -3.7300 0.12 0.07 0.00 0.460
C -0.2766 1.3997 0.8774 0.10 0.38 -1.25 -0.947
C -0.3503 0.1547 1.5442 -0.29 -0.07 0.19 0.262
C -1.5894 -0.3755 1.2473 -0.03 0.23 0.20 -0.914
N -2.2295 0.4842 0.3986 0.04 0.02 -0.22 0.263
C -1.4158 1.5478 0.1188 -0.19 -0.03 0.86 -0.480
H 0.5102 2.1319 0.7696 0.27 -0.26 0.47 0.574
H 0.4061 -0.2963 2.1635 -0.06 0.05 0.06 0.306
H -2.1218 -1.2252 1.6416 0.20 -0.18 -0.12 0.164
H -3.1288 0.3040 -0.0193 -0.03 0.02 -0.08 0.115
H -1.7402 2.4022 -0.4489 -0.07 -0.16 -0.24 0.499
C 0.7452 -3.7211 -1.8217 0.08 -0.32 -0.47 -0.662
C 0.3958 -3.0435 -3.0212 -0.30 -0.05 -0.03 -0.534
C -0.0572 -1.7958 -2.6681 -0.10 -0.29 -0.39 -0.715
N 0.0175 -1.7010 -1.3162 -0.10 0.12 0.47 0.563
C 0.4895 -2.8710 -0.7855 0.19 0.37 0.19 -0.652
H 1.1341 -4.7253 -1.7837 0.01 0.01 0.23 0.434
H 0.3718 -3.4746 -4.0089 0.18 0.12 -0.05 0.434
H -0.4841 -1.0229 -3.2842 0.06 0.13 0.11 0.528
H -0.2874 -0.9249 -0.7473 0.05 0.06 -0.07 0.232
H 0.6978 -2.9400 0.2690 -0.13 -0.10 0.03 0.411
C 4.4203 -1.3286 1.8737 -0.45 0.29 -0.04 -0.540
C 3.4536 -0.3026 1.6472 0.42 0.13 0.34 -0.371
C 2.9044 -0.5225 0.4176 -0.33 -0.42 -0.21 -0.702
N 3.4312 -1.6881 -0.0634 0.04 -0.34 -0.31 0.090
C 4.3269 -2.2047 0.8221 0.61 0.30 0.45 -0.695
H 5.1455 -1.3076 2.6696 -0.15 -0.42 0.16 0.423
H 3.1872 0.4456 2.3768 0.09 0.30 -0.28 0.478
H 2.1680 -0.0159 -0.1817 -0.10 0.16 0.23 0.689
H 3.1318 -2.1397 -0.9114 -0.05 0.03 0.03 0.251
H 4.8738 -3.1219 0.6880 -0.09 -0.01 -0.38 0.405
C 1.3032 4.0566 -2.0385 0.00 0.07 0.62 -0.978
C 1.5181 5.2516 -2.9380 0.12 -0.24 -0.48 -0.933
N 0.8946 5.0751 -4.2646 0.10 0.52 0.26 0.079
C 1.8827 4.9451 -5.3228 0.50 -0.85 0.25 -0.458
C 2.8166 3.7465 -5.0995 -0.50 0.00 -0.52 -1.345
C -0.0079 6.1960 -4.5404 -0.51 -0.74 -0.59 -0.542
C -0.8381 5.9768 -5.8260 0.81 0.00 -0.17 -1.268
H 1.7478 4.2912 -1.0650 -0.15 -0.14 0.07 0.396
H 1.7592 3.1276 -2.3770 0.02 0.09 -0.29 0.259
H 0.2338 3.8835 -1.9078 0.02 -0.06 0.05 0.208
H 1.0992 6.1359 -2.4539 -0.02 0.02 -0.01 0.532
H 2.5924 5.4400 -3.0447 -0.02 0.10 -0.01 0.432
H 1.3499 4.7223 -6.2457 0.02 0.38 -0.14 0.393
H 2.5114 5.8446 -5.4414 -0.25 0.17 -0.08 0.329
H 3.5073 3.8663 -4.2693 -0.02 -0.02 0.07 0.306
H 2.1942 2.8603 -4.9606 0.14 -0.05 0.23 0.301
H 3.3862 3.5765 -6.0156 0.16 0.07 0.11 0.436
H 0.5764 7.1213 -4.6406 -0.20 0.21 0.23 0.407
H -0.7151 6.2512 -3.7139 0.22 0.26 0.19 0.434
H -0.3580 6.5034 -6.6541 -0.30 0.12 -0.05 0.316
H -1.8689 6.3016 -5.7174 0.01 0.15 -0.02 0.347
H -0.8332 4.9287 -6.1292 -0.16 -0.08 0.30 0.342
C 1.1882 -1.3999 4.5682 0.12 0.56 -0.18 -0.830
C -0.2104 -1.7350 5.0494 -0.09 0.36 0.87 -0.390
N -0.4033 -3.1616 5.2914 -0.20 0.23 0.03 0.213
C -1.8024 -3.5550 5.4542 -0.05 0.17 -0.53 -0.381
C -2.7484 -2.9419 4.4245 -0.05 0.60 0.47 -1.333
C 0.3487 -3.6091 6.4646 0.53 -0.49 -0.21 -0.574
C 0.9229 -5.0079 6.2400 -0.19 0.01 -0.25 -1.267
H 1.3044 -1.6429 3.5117 0.17 -0.20 0.08 -0.075
H 1.9977 -1.8550 5.1352 -0.12 -0.31 -0.02 0.411
H 1.3658 -0.3245 4.6748 -0.15 0.00 -0.14 0.417
H -0.4387 -1.1551 5.9692 0.16 -0.11 0.01 0.170
H -0.9315 -1.3400 4.3367 0.05 -0.29 -0.24 0.268
H -1.8499 -4.6414 5.3650 0.02 -0.03 0.19 0.292
H -2.1747 -3.2668 6.4506 0.01 -0.13 0.07 0.384
H -3.0052 -1.9217 4.7278 -0.01 -0.05 -0.05 0.338
H -2.3052 -2.8443 3.4346 -0.06 -0.46 -0.11 0.215
H -3.6886 -3.4912 4.4175 0.06 -0.13 -0.27 0.445
H -0.2746 -3.5876 7.3677 -0.04 0.08 0.03 0.374
H 1.1934 -2.9454 6.6400 -0.10 0.15 0.01 0.422
H 0.1253 -5.7454 6.1310 0.05 -0.04 0.06 0.293
H 1.5957 -5.3321 7.0342 -0.10 0.07 0.12 0.410
H 1.4819 -4.9976 5.3033 0.04 -0.04 0.03 0.297
```
Forces are in eV/Å.



charge of number 2 (C3H4N2OS2)? 0